Record 1
{
  "formula": "C3H10N4O",
  "method": "ωB97M-V/def2-TZVPD",
  "e_tot_ha": -414.52771,
  "homo_lumo_gap_ev": 9.6,
  "multiplicity": 1,
  "de_lowest_kj_mol": 224.5,
  "e_homo_ev": -8.83,
  "symbols": ["C", "N", "C", "C", "N", "N", "N", "O", "H", "H", "H", "H", "H", "H", "H", "H", "H", "H"],
  "coordinates": [[1.550, 0.599, -0.193], [0.671, 1.289, 0.705], [-0.661, -0.718, -0.516], [0.452, -0.228, 0.371], [-1.069, 0.030, -1.463], [-1.215, -1.945, -0.226], [0.764, -1.216, 1.356], [-1.236, 2.594, -0.562], [-0.352, 2.822, -0.256], [0.961, 1.367, 1.677], [-1.170, 1.714, -1.011], [-1.829, -0.354, -2.016], [-0.650, -2.624, 0.258], [-1.856, -2.311, -0.913], [0.007, -1.309, 2.028], [1.622, -1.010, 1.855], [1.445, 0.913, -1.224], [2.566, 0.387, 0.132]],
  "forces_ev_per_angstrom": [[0.59, -0.52, 0.22], [-1.23, -1.35, -0.03], [-0.72, 0.56, -0.50], [0.76, 0.72, 0.39], [0.22, 0.11, -0.09], [0.24, 0.03, 0.21], [0.18, 0.10, 0.36], [-0.71, 0.52, -0.68], [-0.28, -0.45, -0.02], [0.35, -0.32, -0.21], [0.25, 0.77, 0.47], [0.04, -0.17, 0.06], [0.06, 0.08, -0.01], [0.11, 0.04, 0.08], [0.15, 0.09, 0.01], [-0.07, -0.05, -0.08], [0.05, 0.01, -0.06], [0.00, -0.15, -0.12]]
}

Record 2
{
  "formula": "C3H10N4O",
  "method": "ωB97M-V/def2-TZVPD",
  "e_tot_ha": -414.34807,
  "homo_lumo_gap_ev": [8.1, 7.8],
  "multiplicity": 1,
  "de_lowest_kj_mol": 696.2,
  "e_homo_ev": [-7.71, -7.02],
  "symbols": ["C", "C", "C", "N", "N", "O", "N", "N", "H", "H", "H", "H", "H", "H", "H", "H", "H", "H"],
  "coordinates": [[-0.902, 0.047, 0.031], [0.692, -1.575, -0.142], [-1.226, -0.013, 1.495], [-0.474, 1.192, -0.481], [-0.410, 1.236, -1.854], [1.060, -1.565, -1.455], [1.532, 0.598, 0.175], [1.894, 0.926, 1.255], [1.679, -0.831, -1.577], [-1.456, -0.624, -0.627], [-0.585, 2.171, -2.192], [-0.947, 0.526, -2.345], [1.772, 1.943, 1.477], [1.465, -1.714, 0.607], [-0.158, -2.234, 0.006], [-1.447, -1.037, 1.798], [-0.393, 0.348, 2.102], [-2.097, 0.605, 1.729]],
  "forces_ev_per_angstrom": [[-0.16, 0.87, -0.40], [-0.43, -0.58, -0.08], [0.08, -0.02, 0.04], [-0.94, -0.67, 0.20], [0.14, -0.06, 0.07], [0.02, 0.15, 0.13], [1.39, 0.54, 0.51], [-0.27, -0.13, -0.32], [-0.02, -0.03, 0.00], [0.09, -0.05, -0.04], [0.02, -0.07, 0.04], [-0.03, 0.06, 0.10], [-0.01, -0.08, -0.10], [0.05, 0.18, -0.01], [0.02, -0.09, -0.04], [0.01, 0.03, -0.02], [-0.02, 0.00, -0.03], [0.05, -0.04, -0.05]]
}

Record 3
{
  "formula": "C3H10N4O",
  "method": "ωB97M-V/def2-TZVPD",
  "e_tot_ha": -414.25430,
  "homo_lumo_gap_ev": 8.8,
  "multiplicity": 1,
  "de_lowest_kj_mol": 942.4,
  "e_homo_ev": -8.04,
  "symbols": ["C", "C", "C", "H", "H", "H", "H", "H", "H", "H", "H", "H", "H", "N", "N", "N", "N", "O"],
  "coordinates": [[1.898, -1.892, -0.092], [0.031, -0.370, 0.039], [-0.421, 1.360, -1.899], [2.684, -2.411, -0.786], [1.208, -2.653, 0.237], [2.395, -1.439, 0.819], [1.120, -0.374, -1.654], [-1.615, -0.882, 2.832], [-2.096, -0.058, 1.088], [-1.277, 2.013, -2.265], [0.514, 2.221, -1.642], [-0.344, 0.578, -2.813], [-0.238, 1.564, 1.423], [0.896, -1.002, -0.724], [0.067, -0.626, 1.319], [-1.182, -0.060, 1.916], [-0.684, 0.618, -0.616], [-0.635, 1.793, 0.152]],
  "forces_ev_per_angstrom": [[0.41, -0.51, -0.42], [1.50, 0.30, 0.60], [1.78, -0.60, -1.74], [-1.70, 1.48, 0.90], [0.47, -0.79, 0.70], [-0.51, -0.32, -1.21], [-0.12, -2.44, 3.24], [1.96, 3.06, -3.87], [3.46, -0.20, 3.05], [0.70, -1.01, 1.30], [-2.35, -3.01, -1.21], [0.53, 1.75, 1.98], [-2.16, 0.00, -5.10], [3.39, 1.23, -5.18], [-3.35, 0.52, -0.37], [-3.57, -2.64, 1.11], [-1.32, 2.24, -0.26], [0.88, 0.94, 6.48]]
}

Record 4
{
  "formula": "C3H10N4O",
  "method": "ωB97M-V/def2-TZVPD",
  "e_tot_ha": -414.45780,
  "homo_lumo_gap_ev": 7.8,
  "multiplicity": 1,
  "de_lowest_kj_mol": 408.1,
  "e_homo_ev": -7.26,
  "symbols": ["C", "C", "O", "N", "H", "H", "H", "H", "H", "N", "N", "C", "N", "H", "H", "H", "H", "H"],
  "coordinates": [[-0.822, 1.031, -1.545], [0.185, 0.253, -0.719], [0.731, -0.792, -1.520], [1.191, 0.922, -0.053], [1.673, -0.566, -1.544], [0.983, 1.911, 0.056], [-1.563, 0.361, -1.986], [-0.282, 1.540, -2.343], [-1.319, 1.794, -0.945], [-1.707, -0.007, 1.150], [1.327, -1.734, 1.261], [0.364, -0.840, 1.439], [-0.642, -0.694, 0.536], [-1.502, 0.996, 1.146], [-2.541, -0.180, 0.599], [2.191, -1.591, 1.763], [1.425, -2.061, 0.303], [0.308, -0.341, 2.404]],
  "forces_ev_per_angstrom": [[-0.56, -0.35, 0.56], [2.49, 0.91, -0.15], [-0.21, -0.12, 0.46], [-0.84, -0.20, -0.64], [-0.15, 0.16, 0.08], [-0.12, -0.14, -0.14], [-0.03, 0.09, -0.02], [0.10, -0.20, 0.10], [-0.05, -0.05, -0.05], [-0.21, 0.42, 0.28], [-0.05, 0.77, -0.48], [-1.32, -0.95, -0.80], [1.20, -0.16, 0.76], [-0.19, -0.07, -0.11], [0.13, 0.11, 0.05], [-0.10, -0.04, 0.08], [-0.11, -0.08, 0.09], [-0.01, -0.09, -0.06]]
}

Record 5
{
  "formula": "C3H10N5",
  "method": "ωB97M-V/def2-TZVPD",
  "e_tot_ha": -393.65105,
  "homo_lumo_gap_ev": [9.5, 9.5],
  "total_charge": 1,
  "multiplicity": 1,
  "de_lowest_kj_mol": 543.4,
  "e_homo_ev": [-14.62, -14.62],
  "symbols": ["C", "C", "C", "N", "N", "N", "N", "N", "H", "H", "H", "H", "H", "H", "H", "H", "H", "H"],
  "coordinates": [[-0.132, -0.419, 0.524], [-0.838, 0.035, 1.825], [-0.450, -0.933, -1.841], [2.317, -0.209, 1.035], [-0.111, 1.328, -0.972], [1.211, 1.321, -0.363], [-0.648, -0.012, -0.740], [1.316, 0.261, 0.511], [0.103, -1.527, 0.525], [-0.601, 1.026, 2.057], [-0.671, -0.506, 2.804], [-1.923, -0.095, 1.600], [0.552, -1.303, -2.076], [-1.110, -1.683, -1.624], [-0.893, -0.453, -2.562], [3.254, 0.181, 0.842], [-0.625, 2.107, -0.719], [2.093, 1.427, -0.907]],
  "forces_ev_per_angstrom": [[0.88, -1.41, 1.44], [-1.22, -1.81, -0.21], [2.55, -0.31, 3.00], [-0.59, -0.68, 0.28], [3.13, -4.03, -1.07], [0.18, -0.29, 0.51], [0.67, 2.26, 1.56], [0.12, 0.50, -1.40], [-0.33, 1.29, 0.00], [0.01, 1.78, 0.06], [0.38, -0.04, -1.56], [0.70, 0.41, 0.28], [0.04, 0.29, 0.20], [-1.31, -2.55, 0.53], [-1.82, 2.42, -4.73], [-0.68, 0.63, -0.22], [-1.42, 1.43, 1.38], [-1.30, 0.09, -0.03]]
}

Record 6
{
  "formula": "C3H10N5S",
  "method": "ωB97M-V/def2-TZVPD",
  "e_tot_ha": -792.01002,
  "homo_lumo_gap_ev": 9.4,
  "total_charge": 1,
  "multiplicity": 1,
  "de_lowest_kj_mol": 0.0,
  "e_homo_ev": -12.38,
  "symbols": ["C", "C", "C", "N", "N", "N", "N", "N", "S", "H", "H", "H", "H", "H", "H", "H", "H", "H", "H"],
  "coordinates": [[-1.827, -0.181, 0.094], [0.971, 1.374, -0.066], [1.449, -1.056, -0.350], [-3.017, -0.173, -0.401], [-1.732, -0.036, 1.471], [2.145, 1.648, 0.595], [0.437, -0.052, 0.021], [-0.711, -0.314, -0.665], [-0.133, 2.466, -0.529], [1.775, -1.511, 0.571], [1.043, -2.001, -0.830], [2.225, -0.668, -1.019], [-3.752, 0.141, 0.147], [-3.316, -0.040, -1.394], [-2.457, -0.050, 2.038], [-0.761, 0.055, 1.944], [2.907, 1.022, 0.833], [2.440, 2.587, 0.482], [-0.730, -0.300, -1.642]],
  "forces_ev_per_angstrom": [[1.96, 0.68, 2.58], [-1.20, -1.54, 1.60], [-0.08, -1.86, -0.06], [-1.83, -0.15, -3.55], [7.01, -0.05, -4.11], [-0.94, -1.10, -0.98], [3.10, 0.60, -0.92], [-1.68, 0.48, 3.14], [0.23, 0.91, -0.53], [1.08, 0.25, 0.33], [-0.16, 1.55, 0.14], [0.01, -0.07, 0.45], [-1.39, 0.39, 1.60], [1.31, -0.47, 1.06], [-4.37, -0.08, 2.80], [-2.39, -0.32, -1.59], [-0.58, -0.39, -0.26], [0.13, 0.90, 0.00], [-0.22, 0.28, -1.71]]
}

Record 7
{
  "formula": "C3H10NO",
  "method": "ωB97M-V/def2-TZVPD",
  "e_tot_ha": -250.20394,
  "homo_lumo_gap_ev": 6.5,
  "total_charge": -1,
  "multiplicity": 1,
  "de_lowest_kj_mol": 229.5,
  "e_homo_ev": -2.20,
  "symbols": ["C", "O", "H", "H", "H", "C", "N", "C", "H", "H", "H", "H", "H", "H", "H"],
  "coordinates": [[-0.673, -0.395, -2.651], [0.188, 0.020, -1.649], [-1.735, -0.015, -2.418], [-0.235, 0.174, -3.616], [-0.666, -1.545, -2.932], [-0.022, 1.352, 1.687], [-0.168, 0.056, 1.001], [0.611, -1.034, 1.661], [-0.039, 1.137, 2.836], [0.962, 1.929, 1.214], [-0.962, 1.842, 1.566], [0.222, 0.162, 0.081], [0.309, -1.989, 1.327], [0.614, -0.902, 2.746], [1.701, -0.882, 1.200]],
  "forces_ev_per_angstrom": [[1.80, 1.48, -0.29], [-0.33, -0.96, -0.56], [0.74, -0.78, -0.75], [-1.53, -1.19, 0.82], [-0.26, 1.56, 0.54], [1.88, -1.25, 0.42], [-0.08, -0.46, 2.62], [2.42, 3.00, -1.93], [0.81, 0.67, -1.76], [-2.46, -0.88, 1.77], [-0.29, 1.19, -0.58], [-0.60, -0.30, -1.54], [-0.62, -1.07, -0.15], [0.02, -0.29, -0.10], [-1.51, -0.72, 1.50]]
}

Record 8
{
  "formula": "C3H10NO",
  "method": "ωB97M-V/def2-TZVPD",
  "e_tot_ha": -250.02214,
  "homo_lumo_gap_ev": 9.3,
  "total_charge": 1,
  "multiplicity": 1,
  "de_lowest_kj_mol": 83.1,
  "e_homo_ev": -13.15,
  "symbols": ["N", "H", "H", "H", "H", "C", "C", "C", "O", "H", "H", "H", "H", "H", "H"],
  "coordinates": [[0.446, 1.890, -0.702], [-0.405, 1.967, -1.261], [0.338, 1.086, -0.023], [1.243, 1.673, -1.304], [0.613, 2.769, -0.212], [-1.100, -1.238, -0.838], [-0.642, -0.711, 0.502], [0.590, -0.830, 0.997], [0.950, -0.183, 2.142], [-0.277, -1.312, -1.544], [-1.540, -2.227, -0.751], [-1.853, -0.576, -1.256], [-1.368, -0.185, 1.109], [1.348, -1.465, 0.551], [1.658, -0.659, 2.590]],
  "forces_ev_per_angstrom": [[0.15, -0.22, 0.22], [0.03, -0.02, -0.03], [-0.17, 0.10, -0.22], [-0.06, 0.12, -0.07], [0.02, 0.02, 0.06], [0.29, 0.03, 0.43], [0.05, 0.17, -0.36], [-0.13, -0.23, 0.22], [-0.04, -0.07, 0.04], [0.12, -0.08, -0.12], [-0.15, -0.07, 0.02], [-0.16, 0.01, -0.12], [-0.09, 0.08, 0.14], [0.09, 0.08, -0.20], [0.03, 0.07, 0.00]]
}